Below is C24H26N6O7SZr as an isolated structure, with properties calculated with ωB97M-V/def2-TZVPD.

Last column: Mulliken charge in e.
Atoms and positions in Å:
Zr: -0.33642 0.59858 0.70668  0.24
O: -3.05083 0.78269 -2.68473  -0.44
C: -2.42903 0.98112 -1.56214  0.53
O: -1.75803 0.12325 -0.99204  -0.28
C: -2.57594 2.36729 -1.00650  -0.88
O: -1.88211 2.39182 0.22918  -0.09
C: -2.58309 2.92040 1.38216  -0.38
C: -1.61028 2.59336 2.50160  0.18
O: -1.17139 3.37634 3.29043  -0.55
O: -1.19629 1.32094 2.37154  -0.58
H: -2.85752 -0.10715 -3.03030  0.39
H: -2.12726 3.07280 -1.71044  0.35
H: -3.63267 2.61398 -0.88634  0.57
H: -2.72168 3.99339 1.27126  0.39
H: -3.53449 2.40167 1.51113  0.45
C: 2.94670 4.03648 3.91303  -1.26
C: 2.90414 2.56870 3.72746  0.97
N: 3.54887 1.69084 4.42686  -0.74
N: 3.18380 0.48085 3.90219  0.25
C: 2.32551 0.59020 2.90178  0.34
S: 1.64319 -0.65306 1.95219  -0.46
N: 2.13653 1.91758 2.77435  0.31
N: 1.29847 2.43335 1.78610  -0.57
H: 3.63440 4.25517 4.72563  0.36
H: 1.96025 4.42258 4.17485  0.32
H: 3.29999 4.53728 3.01097  0.32
H: 3.56998 -0.37130 4.27960  0.18
H: 1.85725 2.83872 1.03880  0.45
H: 0.70802 3.13996 2.22428  0.28
C: 2.75027 -1.25933 -3.36009  -0.73
C: 1.97754 -1.68532 -2.25072  -1.28
C: 1.35350 -0.74781 -1.48413  0.26
C: 1.41462 0.64075 -1.76398  0.77
C: 0.69851 1.58833 -0.96858  1.10
C: 0.77723 2.91574 -1.33311  -0.19
C: 1.54759 3.34088 -2.43875  -1.16
C: 2.23312 2.42707 -3.19172  -0.79
C: 2.17883 1.04758 -2.88102  0.81
C: 2.85033 0.06713 -3.65953  -0.92
H: 3.26303 -1.99385 -3.96570  0.44
H: 1.90218 -2.73856 -2.01553  0.55
H: 0.78865 -1.12894 -0.62765  0.44
H: 0.23739 3.67605 -0.77095  0.50
H: 1.58904 4.39128 -2.69549  0.47
H: 2.81977 2.75407 -4.04133  0.44
H: 3.44425 0.38976 -4.50566  0.45
O: -1.83113 -4.45021 -3.82021  -0.51
C: -2.26107 -5.39719 -2.85452  -0.49
N: -2.36709 -4.68307 -1.61186  -0.16
C: -1.49630 -4.86045 -0.58601  0.17
O: -0.72754 -5.78666 -0.46717  -0.60
C: -1.56446 -3.81689 0.50017  -0.20
C: -1.72360 -4.17269 1.83361  -0.18
C: -1.68555 -3.18154 2.79880  -1.03
C: -1.41839 -1.88225 2.41399  -0.29
N: -1.22583 -1.53470 1.12917  0.38
C: -1.32313 -2.49544 0.18984  -0.52
H: -1.73567 -4.89162 -4.67196  0.30
H: -1.53704 -6.19754 -2.70605  0.38
H: -3.23108 -5.81748 -3.12634  0.36
H: -3.04037 -3.93830 -1.54834  0.26
H: -1.87089 -5.21166 2.10010  0.56
H: -1.83146 -3.40612 3.84551  0.46
H: -1.33608 -1.08682 3.14317  0.48
H: -1.16925 -2.19207 -0.83756  0.80

Cartesian forces (eV/Å) of the 3 atoms listed first:
Zr 0.20 0.33 0.69
O 0.15 -0.04 0.14
C -0.05 0.04 -0.21

Properties
strongest force on any atom: 0.79 eV/Å
E_LUMO: -6.22 eV
E_HOMO: -13.45 eV
charge: +2
energy above the lowest of the compared OMol25 structures with the same formula, charge and spin: 14.4 kJ/mol
gap between HOMO and LUMO: 7.24 eV